Record 1
Computed, not measured: 2 unconnected molecules or ions with the total composition H3NO2Si at a distorted geometry, with ωB97M-V with the def2-TZVPD basis set.

```
7
H3NO2Si ωB97M-V with the def2-TZVPD basis set
N 0.9802 0.5596 -0.1072
O 1.6695 -0.0756 -0.9509
O 1.1483 1.7311 0.0886
Si -0.4536 -0.4784 0.3186
H -0.6589 -1.5694 -0.4775
H -0.4747 -0.7539 1.7217
H -2.2109 0.5865 -0.5934
```

The total energy is -13505.465 eV. As for the multiplicity: 1. For the HOMO energy, the calculation gives -10.34 eV. The LUMO energy is -1.10 eV. Its relative energy (zero: lowest compared OMol25 entry of this formula, charge and spin) is 2.817 eV. The value obtained for the frontier orbital gap is 9.24 eV.

***

Record 2
Computed, not measured: a molecular structure, C18H28BrFeN7O7S, with ωB97M-V with the def2-TZVPD basis set.

```
63
C18H28BrFeN7O7S ωB97M-V with the def2-TZVPD basis set
Fe -1.2453 1.3873 -0.2397
O 1.9564 -1.4848 4.2750
C 1.3343 -0.7743 3.3698
C 1.7707 -0.6484 2.0388
C 1.0189 0.0836 1.1640
N -0.1267 0.7242 1.4866
C -0.4989 0.6200 2.7561
Br -2.0886 1.5275 3.2725
C 0.1653 -0.0859 3.7270
H 2.7269 -2.0341 3.8537
H 2.6707 -1.1475 1.7126
H 1.3205 0.1815 0.1320
H -0.2052 -0.1356 4.7391
N -3.0470 1.4022 -1.6649
N -3.3241 0.0735 -2.0050
C -2.8064 -0.9008 -1.1204
O -3.2382 -2.0393 -1.2170
O -1.8886 -0.4792 -0.3242
H -3.7791 1.8594 -1.1310
H -2.8136 1.9522 -2.4808
H -4.2520 -0.1359 -2.3418
C 2.2592 1.2874 -2.4957
C 0.7351 1.2355 -2.6495
C 0.3262 2.0451 -3.8863
C 0.2836 -0.2131 -2.8107
N 0.1072 1.8082 -1.4692
H 2.7521 0.8948 -3.3880
H 2.5820 0.6922 -1.6403
H 2.5954 2.3153 -2.3422
H 0.8025 1.6492 -4.7865
H 0.6167 3.0917 -3.7735
H -0.7562 2.0037 -4.0264
H 0.7655 -0.6675 -3.6796
H -0.7985 -0.2694 -2.9486
H 0.5420 -0.7966 -1.9247
N -0.6148 -3.4371 -1.6315
C 0.3514 -3.5149 -0.6386
C 1.7108 -3.4109 -0.9501
C 2.6789 -3.6024 0.0229
C 2.3162 -3.8938 1.3298
C 0.9670 -3.9732 1.6542
C -0.0050 -3.7789 0.6876
S 3.5650 -4.1162 2.5802
O 3.8116 -2.7409 3.1015
O 4.7301 -4.6295 1.8937
O 2.9678 -4.9708 3.5847
H -1.5637 -3.2395 -1.3393
H -0.3542 -2.9052 -2.4457
H 2.0056 -3.2157 -1.9764
H 3.7308 -3.5530 -0.2295
H 0.6875 -4.2032 2.6748
H -1.0555 -3.8430 0.9467
C -3.5675 4.7746 1.8169
N -2.1946 4.9877 1.4036
C -1.4731 3.9722 0.7894
N -0.1914 3.9738 0.6406
O -2.2108 2.9992 0.3235
H -3.9479 5.7024 2.2439
H -3.6768 3.9755 2.5553
H -4.1798 4.5214 0.9540
H -1.6432 5.5705 2.0098
H 0.2350 4.7862 1.0746
H 0.4579 2.7424 -1.2578
```

The total energy is -159154.146 eV. As for the charge: -1. As for the multiplicity: 6. For the HOMO energy (spin up / spin down), the calculation gives -5.12 / -5.12 eV. The LUMO energy (spin up / spin down) is 2.06 / 1.75 eV. Its relative energy (zero: lowest compared OMol25 entry of this formula, charge and spin) is 0.000 eV. The value obtained for the frontier orbital gap (spin up / spin down) is 7.17 / 6.87 eV.

***

Record 3
Computed, not measured: 10 unconnected molecules or ions with the total composition C43H67FIN4O28 at a distorted geometry, with ωB97M-V with the def2-TZVPD basis set.

```
144
C43H67FIN4O28 ωB97M-V with the def2-TZVPD basis set
C 0.3499 -5.8227 3.3349
O -0.2846 -6.1543 2.0698
C 0.7363 -6.5756 1.1356
C 1.6241 -5.3384 0.6015
C 0.6754 -4.3490 -0.2323
C 1.3821 -3.7794 -1.5748
C 2.6170 -2.8454 -1.1849
C 3.3039 -2.1119 -2.4449
C 4.3911 -1.0669 -1.8361
C 4.4865 0.2017 -2.8262
C 3.2213 1.1602 -2.5717
C 3.5159 2.4460 -1.6794
N 3.3136 2.2600 -0.2138
C 2.0811 2.5726 0.5567
C 0.7189 2.0466 -0.0936
C -0.0335 1.1725 1.0442
I -2.0059 0.5234 0.3522
C 4.3690 1.8120 0.4793
N 4.5080 1.5536 1.8893
C 5.8126 1.0957 2.2712
N 6.5052 1.0888 1.0235
F 7.8021 0.7386 0.9435
N 5.6836 1.4705 0.0101
H 1.3853 -6.2794 3.4527
H 0.4105 -4.6857 3.4921
H -0.2931 -6.2444 4.1890
H 1.4373 -7.3558 1.5948
H 0.2337 -7.1011 0.2475
H 2.3955 -5.7658 -0.1324
H 2.1420 -4.7792 1.4608
H -0.2227 -4.9760 -0.5814
H 0.2764 -3.4871 0.4115
H 1.7631 -4.6262 -2.2305
H 0.5974 -3.1202 -2.0759
H 3.4522 -3.4306 -0.6719
H 2.2361 -2.0419 -0.4663
H 3.8837 -2.8720 -3.0838
H 2.5302 -1.5809 -3.1019
H 5.4054 -1.5701 -1.7366
H 3.9499 -0.7128 -0.8426
H 5.4986 0.7222 -2.8272
H 4.3543 -0.2274 -3.8853
H 2.3680 0.5042 -2.2135
H 2.8967 1.5580 -3.6173
H 4.5922 2.8015 -1.8833
H 2.8577 3.3309 -1.9954
H 2.0020 3.7213 0.5881
H 2.0985 2.2362 1.6377
H 0.0218 2.8985 -0.3642
H 0.8407 1.3516 -0.9810
H 0.5831 0.2863 1.3981
H -0.2172 1.8716 1.9214
H 6.1624 0.8296 3.3109
H 6.0374 1.5360 -0.9504
C 2.2168 1.9572 4.3623
C 2.4622 1.1937 5.6296
O 1.4288 1.6593 6.4879
C 0.4233 2.1189 5.6948
O -0.6613 2.4267 6.0907
O 0.8129 2.1825 4.3917
H 2.5010 1.3937 3.4735
H 2.7297 2.9235 4.3493
H 2.3517 0.1136 5.4962
H 3.4447 1.3988 6.0570
C -6.6415 1.0542 -0.6950
C -7.0359 0.6147 0.6806
O -6.6796 -0.7637 0.6903
C -5.7114 -0.9350 -0.2499
O -5.0732 -1.9379 -0.3858
O -5.5619 0.1820 -1.0144
H -6.3208 2.0948 -0.7231
H -7.4415 0.9084 -1.4270
H -6.4736 1.1309 1.4628
H -8.1025 0.7416 0.8690
C -3.7433 3.3581 3.3260
C -4.6708 4.3628 3.9347
O -5.4628 4.7793 2.8261
C -5.4261 3.7783 1.9097
O -6.1185 3.7324 0.9307
O -4.5050 2.8359 2.2425
H -3.4683 2.5675 4.0250
H -2.8318 3.8141 2.9293
H -5.3257 3.9230 4.6921
H -4.1388 5.2080 4.3735
C -3.6830 6.0956 -1.4652
C -3.0702 7.3433 -0.9033
O -2.4530 6.8839 0.2929
C -2.2180 5.5553 0.1390
O -1.5611 4.8940 0.8919
O -2.8236 5.0716 -0.9770
H -3.7071 6.0963 -2.5554
H -4.6940 5.9181 -1.0878
H -2.3022 7.7650 -1.5583
H -3.8124 8.1123 -0.6875
C -8.5184 -3.9125 2.4654
C -7.3953 -3.2000 3.1560
O -8.0046 -2.7184 4.3474
C -9.0803 -3.5139 4.5975
O -9.7159 -3.4899 5.6088
O -9.3371 -4.3407 3.5470
H -8.1741 -4.7640 1.8775
H -9.1021 -3.2489 1.8208
H -6.5759 -3.8728 3.4252
H -6.9967 -2.3762 2.5626
C -2.8294 4.1058 8.4108
C -2.3996 5.2561 9.2714
O -2.1302 6.2810 8.3226
C -2.8487 5.9931 7.2054
O -2.9819 6.7363 6.2773
O -3.3981 4.7516 7.2772
H -3.5634 3.4671 8.9033
H -1.9873 3.4905 8.0814
H -3.1926 5.5960 9.9436
H -1.5106 5.0274 9.8599
C 0.8926 3.5402 -5.8691
C 0.3515 2.5979 -6.9022
O 1.4278 1.6876 -7.0998
C 2.1890 1.7132 -5.9772
O 3.0809 0.9405 -5.7462
O 1.8108 2.7269 -5.1463
H 0.1154 3.9291 -5.2103
H 1.4363 4.3797 -6.3111
H -0.5206 2.0421 -6.5467
H 0.0938 3.1032 -7.8333
C 7.1985 -3.3585 -6.4311
C 5.8229 -2.7649 -6.4470
O 5.0593 -3.7020 -5.6945
C 5.9314 -4.3673 -4.8842
O 5.6030 -5.1070 -4.0027
O 7.2200 -4.0807 -5.2068
H 7.9811 -2.5993 -6.4480
H 7.3632 -4.0567 -7.2562
H 5.7799 -1.7924 -5.9478
H 5.4251 -2.6621 -7.4571
C 2.3737 -6.8878 -5.1372
C 2.8067 -5.6979 -5.9396
O 2.4110 -6.0416 -7.2615
C 1.4032 -6.9509 -7.1554
O 0.7318 -7.3226 -8.0706
O 1.2594 -7.3799 -5.8717
H 2.0823 -6.6221 -4.1203
H 3.1409 -7.6660 -5.0947
H 2.2884 -4.7813 -5.6421
H 3.8781 -5.5302 -5.8875
```

The total energy is -119773.280 eV. As for the charge: +1. As for the multiplicity: 1. For the HOMO energy, the calculation gives -11.11 eV. The LUMO energy is -3.68 eV. The value obtained for the frontier orbital gap is 7.43 eV.

***

Record 4
Computed, not measured: 2 unconnected molecules or ions with the total composition C2H2N2O at a distorted geometry, with ωB97M-V with the def2-TZVPD basis set.

```
7
C2H2N2O ωB97M-V with the def2-TZVPD basis set
C 0.2953 0.1691 0.1740
C 1.6769 -0.1382 0.0777
H -2.5098 -0.7357 0.2860
H 0.1417 1.3479 0.1944
N -0.6623 -0.7847 -0.1000
N 2.9302 -0.0976 -0.3191
O -1.8719 0.2391 -0.3131
```

The total energy is -7127.270 eV. As for the multiplicity: 1. For the HOMO energy, the calculation gives -10.59 eV. The LUMO energy is -1.31 eV. Its relative energy (zero: lowest compared OMol25 entry of this formula, charge and spin) is 6.574 eV. The value obtained for the frontier orbital gap is 9.27 eV.

***

Record 5
Computed, not measured: C6H10O in the gas phase, with ωB97M-V with the def2-TZVPD basis set.

```
17
C6H10O ωB97M-V with the def2-TZVPD basis set
O -0.4768 0.4679 -2.2231
C 0.0846 -0.4734 -1.3048
C 1.2158 0.1869 -0.5165
C 0.6706 1.0492 0.6196
C -0.1089 0.1846 1.6107
C -1.0629 -0.7437 0.9051
C -0.9759 -1.0402 -0.3942
H -1.4022 0.5987 -1.9901
H 0.5061 -1.2872 -1.9126
H 1.8127 0.7836 -1.2136
H 1.8672 -0.5973 -0.1055
H 0.0065 1.8135 0.1954
H 1.4824 1.5774 1.1316
H 0.5874 -0.4173 2.2144
H -0.6565 0.8100 2.3271
H -1.8495 -1.1986 1.5060
H -1.7005 -1.7140 -0.8497
```

The total energy is -8431.232 eV. As for the multiplicity: 1. For the HOMO energy, the calculation gives -9.66 eV. The LUMO energy is 1.01 eV. Its relative energy (zero: lowest compared OMol25 entry of this formula, charge and spin) is 0.008 eV. The value obtained for the frontier orbital gap is 10.67 eV.

***

Record 6
Computed, not measured: C2HFN2O2 in the gas phase at a distorted geometry, with ωB97M-V with the def2-TZVPD basis set.

```
8
C2HFN2O2 ωB97M-V with the def2-TZVPD basis set
C 0.8650 0.9601 -0.3870
C -0.0539 0.2023 0.5104
N 1.6085 1.5828 -0.9598
N -0.4559 -1.0438 -0.2712
O 0.1418 -2.0787 -0.0884
O -1.4098 -0.8383 -0.9663
F -1.1790 0.9078 0.6585
H 0.4832 0.3077 1.5038
```

The total energy is -11878.222 eV. As for the multiplicity: 1. For the HOMO energy, the calculation gives -12.41 eV. The LUMO energy is -0.72 eV. Its relative energy (zero: lowest compared OMol25 entry of this formula, charge and spin) is 4.417 eV. The value obtained for the frontier orbital gap is 11.69 eV.

***

Record 7
Computed, not measured: 2 unconnected molecules or ions with the total composition C8H18OSi at a distorted geometry, with ωB97M-V with the def2-TZVPD basis set.

```
28
C8H18OSi ωB97M-V with the def2-TZVPD basis set
C -0.7907 0.7181 2.7001
C -0.3413 -0.5254 1.8671
C 3.6190 1.9827 -0.1408
C -1.5576 1.7134 -1.1628
C -2.7759 -0.4324 -1.8927
C 0.7760 -3.2178 -0.3339
C 3.3192 0.8836 0.5554
C -1.3739 0.1453 -1.3759
O -0.0374 -2.0934 -0.7252
Si -0.5411 -0.7288 0.0587
H -1.3860 1.4668 2.2785
H 0.0121 1.1721 3.1362
H 0.3750 -1.0554 2.4446
H 4.4637 2.5765 0.2084
H 3.0263 2.2615 -1.1020
H -1.1772 0.3392 3.6454
H -1.2325 2.1575 -2.0857
H -2.6829 1.8965 -1.0499
H -1.0741 2.0684 -0.2733
H -2.5980 -1.5090 -2.1149
H -3.0635 0.1990 -2.7408
H -3.4895 -0.3385 -1.1314
H 1.4871 -2.9370 0.4370
H 1.3639 -3.7953 -1.0308
H 0.0849 -3.8178 0.2012
H 3.8734 0.5807 1.4097
H 2.3128 0.3183 0.5193
H -0.5917 -0.0289 -2.3015
```

The total energy is -18509.426 eV. As for the multiplicity: 1. For the HOMO energy, the calculation gives -7.27 eV. The LUMO energy is 0.76 eV. Its relative energy (zero: lowest compared OMol25 entry of this formula, charge and spin) is 3.749 eV. The value obtained for the frontier orbital gap is 8.03 eV.